Record 1
Formula: C18H42BrN2O3P2
Source: the Open Molecules 2025 dataset
Level of theory: ωB97M-V/def2-TZVPD

Last column: Löwdin charge in e.
CARTESIAN COORDINATES (ANGSTROEM)
1 Br -0.69 8.23 -3.54  0.01
2 P -2.36 6.69 -3.61  0.22
3 P -2.09 5.58 -1.55  -0.04
4 O 0.81 -1.72 -1.06  -0.03
5 O 0.38 3.25 1.36  -0.01
6 O -3.60 7.79 -3.30  -0.56
7 N 0.39 -2.88 -1.37  -0.11
8 N -0.05 2.47 2.27  -0.12
9 C -1.45 1.67 0.44  -0.04
10 C -0.79 1.27 1.75  -0.47
11 C 1.23 -3.42 -3.61  -0.13
12 C 0.24 -5.24 -0.50  -0.03
13 C 2.00 -4.60 -3.02  -0.18
14 C 1.56 -3.51 0.68  -0.04
15 C -1.88 0.82 2.74  -0.03
16 C 1.85 1.20 3.13  -0.13
17 C 1.13 -4.01 -0.69  -0.49
18 C -0.02 -3.04 -2.81  -0.48
19 C 1.60 3.65 3.63  -0.04
20 C -0.55 -1.69 -3.29  -0.04
21 C 0.24 0.16 1.51  -0.14
22 C 0.87 2.33 3.45  -0.49
23 C 2.35 -4.34 -1.56  -0.13
24 C -1.14 -4.09 -2.96  -0.03
25 C 1.17 -0.09 2.69  -0.18
26 C 0.09 2.03 4.74  -0.04
27 H 0.79 2.09 5.57  0.08
28 H 2.51 1.54 2.32  0.13
29 H -2.02 0.81 0.07  0.08
30 H 0.84 0.44 0.64  0.12
31 H 2.48 1.03 4.01  0.12
32 H -0.72 1.96 -0.31  0.08
33 H -3.37 6.18 -1.08  -0.12
34 H -0.69 2.77 4.89  0.09
35 H 0.21 -0.92 -3.24  0.08
36 H 0.62 -0.54 3.53  0.10
37 H -4.43 7.28 -3.27  0.01
38 H 2.23 3.88 2.77  0.08
39 H -2.13 2.51 0.58  0.08
40 H -0.89 -1.80 -4.32  0.09
41 H -0.01 -5.75 -1.42  0.06
42 H 2.92 -4.75 -3.59  0.11
43 H 0.92 -3.64 -4.64  0.13
44 H -0.36 1.04 4.76  0.06
45 H 2.86 -5.20 -1.12  0.12
46 H -1.73 -4.17 -2.05  0.08
47 H -1.32 6.69 -0.97  -0.12
48 H 1.92 -0.82 2.40  0.10
49 H -0.85 5.04 -2.18  -0.11
50 H 2.05 -4.33 1.21  0.09
51 H -2.73 0.44 2.17  0.08
52 H -2.88 4.52 -2.28  -0.13
53 H -1.97 4.77 -0.36  -0.12
54 H 3.04 -3.49 -1.50  0.13
55 H -1.56 0.02 3.40  0.07
56 H 2.23 3.58 4.53  0.08
57 H -1.81 -3.77 -3.76  0.08
58 H 1.89 -2.55 -3.65  0.13
59 H -0.76 -5.07 -3.22  0.07
60 H 2.26 -2.68 0.60  0.08
61 H -2.24 1.65 3.34  0.08
62 H 0.78 -5.94 0.14  0.09
63 H -1.40 -1.37 -2.68  0.10
64 H 1.42 -5.53 -3.11  0.10
65 H 0.90 4.47 3.76  0.09
66 H -0.69 -4.96 0.01  0.09
67 H 0.70 -3.18 1.26  0.09
68 H -0.30 -0.75 1.23  0.11

* spin multiplicity: 3
* max |F|: 0.0096 hartree/bohr
* charge: -1
* electronic energy: -4302.819030 hartree
* orbital gap (alpha / beta): 4.64 / 4.62 eV

---

Record 2
Formula: C18H42F3NPS
Source: the Open Molecules 2025 dataset
Level of theory: ωB97M-V/def2-TZVPD

Last column: Löwdin charge in e.
CARTESIAN COORDINATES (ANGSTROEM)
1 S 4.14 6.58 -1.56  0.77
2 P 1.13 3.65 -3.08  1.04
3 F 3.16 1.21 -2.91  0.21
4 F 4.90 2.51 -2.97  0.19
5 F 3.44 2.60 -4.54  0.20
6 N 2.89 3.43 -2.44  -0.10
7 C -0.47 -5.94 3.19  -0.27
8 C -4.72 -0.89 1.99  -0.10
9 C -3.45 -1.38 1.30  -0.27
10 C 0.13 2.87 -1.79  -0.28
11 C 3.61 2.40 -3.26  -0.70
12 C -3.53 0.16 -1.41  -0.26
13 C -0.57 -3.90 0.06  -0.10
14 C -2.49 -0.26 0.92  -0.23
15 C 0.65 -5.87 2.16  -0.23
16 C -0.08 -5.42 4.57  -0.11
17 C 3.05 3.12 -0.97  -0.16
18 C 0.82 5.44 -3.00  -0.26
19 C 0.09 -3.49 1.38  -0.27
20 C 3.05 4.39 -0.13  -0.22
21 C 4.32 5.22 -0.37  -0.52
22 C -2.42 -0.53 -2.20  -0.10
23 C 1.16 -4.46 1.86  -0.23
24 C -3.05 0.75 -0.08  -0.23
25 H 0.07 5.71 -2.26  0.06
26 H 0.78 -5.97 4.96  0.08
27 H -3.87 1.30 0.37  0.10
28 H -1.35 -5.40 2.83  0.10
29 H 3.38 4.32 -2.62  0.10
30 H -4.48 -0.32 2.90  0.08
31 H -4.34 -0.55 -1.23  0.10
32 H -0.09 3.47 -0.91  0.06
33 H 2.29 2.40 -0.67  0.10
34 H -3.71 -1.97 0.42  0.10
35 H 0.61 1.94 -1.49  0.04
36 H -2.00 -1.38 -1.66  0.05
37 H 1.73 6.02 -2.82  -0.01
38 H 0.46 5.71 -3.99  0.05
39 H -5.31 -0.24 1.34  0.07
40 H 2.93 6.97 -1.17  -0.13
41 H 1.49 -6.47 2.51  0.11
42 H -1.57 -0.70 0.52  0.09
43 H -5.35 -1.73 2.28  0.07
44 H -0.79 2.57 -2.29  0.04
45 H -1.09 -4.86 0.16  0.07
46 H -0.79 -6.99 3.28  0.11
47 H 0.18 -4.00 -0.73  0.08
48 H 1.63 -4.05 2.76  0.10
49 H -0.68 -3.36 2.14  0.09
50 H -2.27 1.50 -0.29  0.09
51 H -2.92 -2.06 1.98  0.10
52 H -1.61 0.17 -2.42  0.05
53 H 5.10 4.59 -0.80  0.07
54 H 3.06 4.06 0.91  0.13
55 H -2.80 -0.91 -3.15  0.08
56 H -3.95 0.96 -2.01  0.10
57 H 0.32 -6.34 1.23  0.10
58 H 2.14 4.97 -0.28  0.10
59 H -0.90 -5.53 5.27  0.07
60 H 4.01 2.63 -0.82  0.13
61 H 1.95 -4.52 1.11  0.11
62 H -2.19 0.28 1.82  0.11
63 H -1.30 -3.16 -0.26  0.04
64 H 0.55 -2.50 1.25  0.10
65 H 0.19 -4.36 4.53  0.06
66 H 4.69 5.63 0.56  0.08

* max |F|: 0.0308 hartree/bohr
* charge: +1
* electronic energy: -1804.686210 hartree
* orbital gap: 9.88 eV

---

Record 3
Formula: C18H42N2O8P3
Source: the Open Molecules 2025 dataset
Level of theory: ωB97M-V/def2-TZVPD

Last column: Löwdin charge in e.
CARTESIAN COORDINATES (ANGSTROEM)
1 P 1.31 4.41 1.65  0.78
2 P -0.34 -4.80 3.46  0.92
3 P 0.29 -2.64 -3.92  0.78
4 O -0.71 -2.23 -5.19  -0.26
5 O 0.36 3.20 1.75  -0.25
6 O 0.27 -4.14 -4.30  -0.20
7 O 0.31 -0.96 -3.50  -0.27
8 O 0.37 5.37 2.60  -0.25
9 O -0.85 -2.82 -2.74  -0.25
10 O 2.38 5.77 1.53  -0.27
11 O 0.71 4.86 0.16  -0.26
12 N 0.27 -0.80 2.47  0.04
13 N -0.38 -3.11 2.91  -0.28
14 C -1.11 3.65 -0.85  -0.07
15 C -0.44 -3.38 -1.50  -0.29
16 C 2.47 -5.53 3.08  -0.18
17 C -1.61 -3.92 -6.65  -0.07
18 C 0.40 3.85 -0.79  -0.30
19 C -2.04 -0.30 -3.06  -0.08
20 C 0.95 -5.86 2.53  -0.43
21 C 0.77 -2.12 3.02  0.01
22 C 2.11 6.96 0.79  -0.28
23 C 0.40 5.15 4.00  -0.30
24 C 0.37 -2.40 -0.69  -0.09
25 C -1.17 -0.83 1.98  0.04
26 C -1.58 -2.39 2.28  -0.01
27 C -0.54 -2.86 -6.45  -0.30
28 C 0.96 7.80 1.32  -0.07
29 C 1.69 5.68 4.61  -0.08
30 C -0.73 -0.04 -3.79  -0.28
31 C -2.09 -5.49 2.99  -0.30
32 H 1.05 7.96 2.40  0.07
33 H -2.55 -1.18 -3.45  0.07
34 H 2.47 -4.44 3.52  0.03
35 H -1.54 3.52 0.15  0.07
36 H 3.32 -5.73 2.30  0.09
37 H 0.73 -6.99 2.83  0.11
38 H 2.00 6.73 -0.27  0.11
39 H -0.17 -1.46 -0.56  0.06
40 H 0.47 -3.29 -6.54  0.11
41 H -1.36 2.78 -1.45  0.06
42 H -0.36 0.94 -3.46  0.11
43 H -0.88 0.05 -4.87  0.12
44 H 1.66 5.59 5.70  0.08
45 H -1.40 -4.53 -7.53  0.08
46 H -2.29 -6.38 3.77  0.07
47 H -1.69 -4.59 -5.78  0.07
48 H 1.32 -2.16 -1.19  0.08
49 H -2.94 -4.68 3.19  0.05
50 H 0.76 0.12 2.39  0.15
51 H 0.92 2.92 -0.57  0.10
52 H 0.27 4.09 4.22  0.10
53 H 0.00 7.32 1.13  0.07
54 H -0.45 5.68 4.44  0.13
55 H -0.63 -2.10 -7.23  0.12
56 H -2.72 0.55 -3.18  0.08
57 H 3.03 7.56 0.87  0.12
58 H -1.60 4.53 -1.28  0.08
59 H 2.55 5.12 4.24  0.07
60 H -1.35 -3.66 -0.96  0.12
61 H 2.66 -6.28 3.99  0.10
62 H -2.65 -2.77 2.03  0.13
63 H 0.75 4.19 -1.77  0.12
64 H 1.84 6.73 4.34  0.08
65 H 0.13 -4.30 -1.68  0.11
66 H -1.84 -0.01 1.49  0.15
67 H 0.86 -5.80 1.36  0.09
68 H 0.95 8.77 0.82  0.09
69 H -2.59 -3.45 -6.77  0.08
70 H -1.87 -0.45 -1.99  0.06
71 H 0.60 -2.81 0.30  0.05
72 H 1.86 -2.30 3.47  0.16
73 H -2.14 -5.86 1.87  0.07

* max |F|: 0.1961 hartree/bohr
* charge: +1
* electronic energy: -2445.964393 hartree
* orbital gap: 7.37 eV

---

Record 4
Formula: C18H42N6O6
Source: the Open Molecules 2025 dataset
Level of theory: ωB97M-V/def2-TZVPD

Last column: Löwdin charge in e.
CARTESIAN COORDINATES (ANGSTROEM)
1 O 3.30 -1.45 -6.04  0.18
2 O 4.16 3.00 -0.56  -0.04
3 O 6.56 -3.71 -0.07  -0.05
4 O -2.81 -0.59 2.16  -0.01
5 O -4.09 2.09 -4.10  -0.04
6 O -7.98 -1.48 5.26  -0.01
7 N -4.22 3.91 -2.82  -0.19
8 N 3.58 -1.15 -3.75  -0.01
9 N 4.32 -3.13 0.59  -0.20
10 N -7.23 -1.72 3.07  -0.19
11 N -1.11 -0.52 0.74  -0.18
12 N 4.45 2.35 1.61  -0.20
13 C 0.03 -1.07 0.04  -0.07
14 C 4.98 2.51 2.95  -0.06
15 C -1.10 0.93 0.71  -0.03
16 C -4.75 3.06 -3.64  -0.35
17 C 4.51 -1.82 1.11  -0.08
18 C -5.04 4.93 -2.11  -0.02
19 C 4.41 -1.13 -2.51  0.04
20 C 3.22 1.61 1.67  -0.09
21 C -7.43 -1.06 4.22  -0.32
22 C -7.77 -3.08 2.92  -0.06
23 C 4.85 3.02 0.48  -0.28
24 C 2.48 -0.13 -3.60  0.06
25 C 3.84 -1.79 -4.93  -0.14
26 C -2.81 3.87 -2.40  -0.04
27 C -6.03 -1.41 2.31  -0.08
28 C 5.34 -3.97 0.29  -0.28
29 C -1.92 -1.19 1.53  -0.31
30 C 2.93 -3.74 0.53  -0.01
31 H 2.83 -3.75 -0.55  0.08
32 H 5.05 -4.97 -0.07  0.14
33 H -6.24 -1.42 1.24  0.09
34 H -5.84 -0.37 2.58  0.08
35 H 4.26 -1.69 2.16  0.10
36 H 3.29 0.72 2.28  0.08
37 H -4.62 4.88 -1.11  0.09
38 H 3.02 0.82 -3.62  0.14
39 H -1.78 1.39 1.43  0.09
40 H 3.83 -1.13 0.61  0.05
41 H -1.68 -2.26 1.61  0.14
42 H 2.93 1.25 0.68  0.07
43 H -1.19 1.39 -0.27  0.09
44 H -5.11 -1.96 2.49  0.08
45 H -4.98 5.92 -2.56  0.09
46 H -0.21 -2.12 -0.15  0.09
47 H -5.83 3.27 -3.72  0.14
48 H 2.92 -4.75 0.94  0.09
49 H 3.99 -0.52 -1.71  0.09
50 H -2.11 3.19 -2.90  0.07
51 H 2.09 -3.17 0.93  0.07
52 H 5.82 3.52 0.56  0.14
53 H 0.37 -0.56 -0.85  0.07
54 H -6.04 4.50 -2.08  0.09
55 H -7.17 -3.90 3.32  0.09
56 H 4.61 -2.53 -4.66  0.17
57 H 5.36 1.53 3.25  0.09
58 H 5.70 3.32 3.09  0.10
59 H 0.93 -0.98 0.65  0.07
60 H 1.80 -0.11 -4.45  0.11
61 H -6.92 -0.08 4.17  0.13
62 H 4.14 2.74 3.60  0.09
63 H 2.43 2.24 2.08  0.10
64 H -2.68 3.54 -1.37  0.08
65 H -7.83 -3.29 1.85  0.07
66 H -2.28 4.77 -2.71  0.09
67 H 5.54 -1.49 0.94  0.10
68 H -8.84 -3.22 3.02  0.09
69 H 4.65 -2.02 -1.93  0.10
70 H 5.35 -0.69 -2.84  0.14
71 H 1.90 -0.43 -2.73  0.10
72 H -0.14 1.24 1.13  0.08

* spin multiplicity: 2
* ΔE to the lowest compared entry with this formula, charge and spin: 4.7531 eV
* max |F|: 0.1009 hartree/bohr
* charge: +1
* electronic energy: -1490.546761 hartree
* orbital gap (alpha / beta): 6.15 / 1.71 eV

---

Record 5
Formula: C18H42N7O15P
Source: the Open Molecules 2025 dataset
Level of theory: ωB97M-V/def2-TZVPD

Last column: Löwdin charge in e.
CARTESIAN COORDINATES (ANGSTROEM)
1 P 13.05 0.12 -0.34  0.62
2 O 11.58 -6.04 -1.82  0.09
3 O 12.61 -7.00 -8.31  0.08
4 O 10.18 -3.49 -3.72  0.06
5 O 12.88 -6.05 -3.59  0.07
6 O 13.70 -5.16 -1.65  0.08
7 O 11.76 -1.41 -10.22  0.04
8 O 17.00 -3.59 -4.96  0.09
9 O 11.78 0.41 -9.04  0.03
10 O 13.93 -5.89 -6.96  0.02
11 O 12.95 -2.52 -7.15  0.07
12 O 14.61 -1.80 -5.97  0.03
13 O 17.22 -2.67 -3.02  0.03
14 O 8.03 -2.82 -3.05  0.04
15 O 8.63 -2.46 -5.18  0.07
16 O 13.69 -0.38 0.94  -0.26
17 N 17.11 -2.61 -4.25  -0.42
18 N 11.36 -0.21 -0.51  -0.17
19 N 13.63 -2.52 -6.14  -0.38
20 N 13.76 -0.50 -1.77  -0.13
21 N 13.37 -6.09 -8.08  -0.40
22 N 11.30 -0.73 -9.26  -0.40
23 N 13.22 1.82 -0.56  -0.30
24 C 10.83 -6.64 -2.81  -0.10
25 C 10.54 0.58 -1.49  -0.08
26 C 6.44 -2.48 -6.26  -0.01
27 C 12.09 -8.06 -4.65  0.00
28 C 11.74 -6.70 -4.06  -0.32
29 C 10.23 -1.21 -8.40  0.01
30 C 13.81 -5.34 -9.30  0.05
31 C 17.22 -1.24 -4.83  0.03
32 C 14.25 -1.87 -1.67  -0.05
33 C 7.32 -1.90 -5.12  -0.29
34 C 14.58 2.29 -0.84  -0.11
35 C 12.29 2.79 0.18  -0.04
36 C 6.84 -2.38 -3.73  -0.09
37 C 12.79 -5.75 -2.29  -0.51
38 C 9.04 -2.98 -4.01  -0.42
39 C 13.32 -3.46 -5.00  0.06
40 C 10.98 -1.67 -0.29  -0.02
41 C 13.43 -0.09 -3.18  -0.03
42 H 13.75 0.92 -3.44  0.10
43 H 11.19 -8.59 -4.98  0.09
44 H 7.40 -0.81 -5.16  0.15
45 H 10.65 -1.15 -7.39  0.08
46 H 11.44 -2.11 0.60  0.10
47 H 9.39 -0.52 -8.51  0.11
48 H 12.62 3.79 -0.11  0.08
49 H 12.40 -0.25 -3.49  0.09
50 H 14.69 -4.78 -8.98  0.09
51 H 17.25 -1.08 -5.91  0.10
52 H 15.14 -2.03 -2.28  0.09
53 H 9.84 1.19 -0.92  0.09
54 H 13.38 -2.91 -4.06  0.06
55 H 11.12 1.26 -2.11  0.08
56 H 5.44 -2.06 -6.18  0.09
57 H 12.78 -7.92 -5.48  0.07
58 H 15.17 2.39 0.07  0.09
59 H 14.42 -2.11 -0.62  0.10
60 H 13.47 -2.59 -1.93  0.08
61 H 13.06 -4.60 -9.56  0.10
62 H 10.51 -7.64 -2.52  0.14
63 H 10.02 -5.95 -3.04  0.12
64 H 11.26 2.64 -0.14  0.06
65 H 9.90 -1.75 -0.14  0.09
66 H 14.18 -4.13 -4.98  0.10
67 H 14.45 3.25 -1.34  0.09
68 H 12.43 -8.72 -3.85  0.09
69 H 6.04 -3.13 -3.76  0.13
70 H 15.22 1.66 -1.46  0.07
71 H 12.36 -3.97 -5.05  0.08
72 H 6.83 -2.37 -7.27  0.08
73 H 16.33 -0.74 -4.45  0.07
74 H 9.95 -0.03 -2.17  0.08
75 H 13.94 -0.71 -3.92  0.05
76 H 12.43 2.80 1.26  0.09
77 H 6.40 -1.53 -3.21  0.13
78 H 14.07 -6.00 -10.13  0.11
79 H 11.18 -2.20 -1.22  0.08
80 H 11.29 -6.09 -4.85  0.14
81 H 6.26 -3.53 -6.03  0.09
82 H 9.99 -2.26 -8.56  0.10
83 H 18.06 -0.79 -4.31  0.10

* spin multiplicity: 2
* max |F|: 0.1098 hartree/bohr
* charge: +1
* electronic energy: -2563.652329 hartree
* orbital gap (alpha / beta): 9.96 / 5.58 eV

---

Record 6
Formula: C18H42N9O3P3S
Source: the Open Molecules 2025 dataset
Level of theory: ωB97M-V/def2-TZVPD

Last column: Löwdin charge in e.
CARTESIAN COORDINATES (ANGSTROEM)
1 S -2.47 -4.53 0.22  1.00
2 P 0.91 -4.43 -4.47  0.68
3 P -4.34 -0.36 -0.61  0.81
4 P 1.19 3.86 3.76  0.68
5 O -4.38 1.29 -0.71  -0.31
6 O 1.04 2.39 3.48  -0.30
7 O 2.25 -4.80 -3.89  -0.30
8 N -0.71 -4.61 -5.09  -0.27
9 N 1.23 5.58 3.48  -0.27
10 N 2.63 3.82 4.69  -0.31
11 N 0.29 -3.58 -3.12  -0.32
12 N -0.20 4.06 4.76  -0.33
13 N 1.43 -3.36 -5.72  -0.31
14 N -1.17 -4.00 0.98  -0.22
15 N -3.25 -3.19 -0.17  -0.23
16 N -5.54 -0.72 0.60  -0.18
17 C -1.19 2.99 4.75  -0.14
18 C 3.81 3.27 4.03  -0.14
19 C 0.97 -3.75 -1.84  -0.13
20 C 2.94 4.63 5.85  -0.13
21 C 2.40 6.03 2.69  -0.13
22 C 2.32 -3.94 -6.72  -0.14
23 C -1.59 -5.42 -4.21  -0.12
24 C -0.70 -0.36 1.47  -0.05
25 C -1.29 -2.66 0.97  -0.39
26 C -0.33 -2.27 -3.17  -0.13
27 C 0.04 6.09 2.75  -0.12
28 C 0.78 -2.14 -6.14  -0.13
29 C -1.89 0.09 0.81  -0.08
30 C -0.21 4.73 6.04  -0.14
31 C -0.42 -1.69 1.53  -0.02
32 C -2.75 -0.81 0.25  -0.32
33 C -2.47 -2.21 0.31  -0.42
34 C -0.78 -5.25 -6.42  -0.13
35 H 0.42 -1.47 -3.18  0.08
36 H 1.78 -4.55 -7.46  0.06
37 H -1.69 -4.97 -3.23  0.06
38 H 2.25 4.44 6.67  0.06
39 H 2.30 7.09 2.45  0.08
40 H -1.21 -6.44 -4.09  0.09
41 H -2.17 1.14 0.76  0.09
42 H 0.11 7.17 2.63  0.08
43 H 2.86 -3.16 -7.26  0.08
44 H 0.40 5.63 6.04  0.07
45 H -1.37 2.63 3.74  0.06
46 H 1.24 -4.79 -1.67  0.08
47 H 0.13 4.07 6.85  0.08
48 H 3.07 -4.57 -6.25  0.07
49 H -0.38 -4.60 -7.20  0.06
50 H 2.96 5.71 5.65  0.08
51 H 3.54 2.37 3.47  0.07
52 H -1.82 -5.44 -6.70  0.08
53 H 0.32 -3.46 -1.02  0.04
54 H 0.76 -1.40 -5.34  0.06
55 H 0.47 -2.04 2.03  0.12
56 H -5.20 -0.29 1.47  0.03
57 H 4.56 2.97 4.76  0.08
58 H 4.27 3.98 3.33  0.06
59 H -0.88 5.89 3.30  0.07
60 H -0.98 -2.16 -4.03  0.07
61 H 3.32 5.94 3.25  0.06
62 H -0.24 -2.28 -6.52  0.08
63 H -0.97 -2.11 -2.29  0.07
64 H -1.22 5.06 6.29  0.08
65 H -2.59 -5.47 -4.64  0.08
66 H -5.40 -1.72 0.77  0.01
67 H 1.88 -3.13 -1.78  0.09
68 H -2.14 3.37 5.12  0.08
69 H -0.88 2.15 5.37  0.09
70 H -0.24 -6.20 -6.45  0.09
71 H 3.92 4.37 6.25  0.08
72 H -0.06 5.63 1.76  0.08
73 H -0.04 0.36 1.93  0.09
74 H 2.51 5.48 1.75  0.09
75 H 1.35 -1.66 -6.94  0.08
76 H -3.49 1.67 -0.76  0.03

* max |F|: 0.1318 hartree/bohr
* electronic energy: -2851.796061 hartree
* orbital gap: 7.52 eV

---

> Which of these has the lowest max |F|?

C18H42BrN2O3P2

---

> Which of these has the highest electronic energy?

C18H42N6O6

---

> Among the records above, which one has the lowest electronic energy?

C18H42BrN2O3P2